No. 1
Molecular formula: C32H64O14
Method: DFT, the ωB97M-V functional and the def2-TZVPD basis

Last column: Löwdin charge in e.
Positions of all 110 atoms, in Å:
C 12.854 24.199 17.117  -0.03
C 11.492 23.656 16.673  -0.15
O 10.741 23.236 17.788  0.05
C 9.999 23.946 18.520  -0.51
C 9.401 23.349 19.860  0.08
O 9.693 25.112 18.254  0.06
H 12.904 24.987 17.931  0.10
H 13.477 24.765 16.519  0.05
H 13.400 23.440 17.547  0.05
H 10.964 24.388 16.211  0.09
H 11.712 22.918 16.051  0.08
H 8.528 22.944 19.512  0.06
H 9.251 24.184 20.520  0.08
H 9.993 22.566 20.080  0.02
C 6.497 23.578 23.211  -0.08
C 7.489 24.684 23.256  -0.25
O 7.419 25.427 22.030  -0.04
C 8.361 26.413 21.717  -0.41
C 8.305 26.985 20.291  0.03
O 9.342 26.736 22.468  0.02
H 6.501 22.814 24.018  0.09
H 6.591 22.874 22.411  0.05
H 5.518 24.098 23.144  0.09
H 7.239 25.361 24.134  0.14
H 8.449 24.421 23.578  0.09
H 9.207 27.178 19.832  0.06
H 7.754 27.786 20.587  0.06
H 7.870 26.132 19.767  0.08
C 12.785 14.939 19.841  -0.05
C 12.358 16.374 20.332  -0.23
O 11.307 16.807 19.500  -0.01
C 10.654 17.921 19.792  -0.50
C 9.587 18.362 18.828  0.01
O 10.935 18.726 20.719  0.03
H 13.552 14.470 20.460  0.06
H 13.105 15.157 18.788  0.08
H 11.785 14.364 19.846  0.11
H 11.817 16.284 21.402  0.16
H 13.178 17.062 20.422  0.10
H 9.158 19.296 19.098  0.05
H 8.732 17.591 18.727  0.12
H 10.106 18.665 17.887  0.10
C 13.387 13.899 23.593  -0.04
C 13.337 15.223 24.334  -0.30
O 13.714 16.227 23.464  -0.07
C 13.685 17.551 23.977  -0.40
C 13.970 18.529 22.773  0.04
O 13.525 17.951 25.113  0.11
H 12.920 14.240 22.667  0.05
H 12.799 13.014 23.886  0.09
H 14.520 13.694 23.516  0.11
H 12.374 15.628 24.621  0.10
H 13.960 15.323 25.297  0.15
H 14.638 18.203 22.020  0.07
H 14.630 19.141 23.219  0.04
H 13.088 19.040 22.559  0.04
C 10.193 16.479 28.037  -0.06
C 9.698 15.616 26.855  -0.12
O 9.306 16.627 25.863  -0.02
C 9.174 16.263 24.599  -0.54
C 8.686 17.321 23.614  0.02
O 9.394 15.099 24.188  0.03
H 10.296 15.987 28.973  0.08
H 9.521 17.085 28.392  0.01
H 11.021 17.127 28.007  0.06
H 10.619 14.963 26.443  0.17
H 8.881 15.108 27.259  0.10
H 7.972 17.916 24.224  0.05
H 8.078 17.095 22.721  0.09
H 9.715 18.033 23.450  0.15
C 10.946 21.167 23.044  0.01
C 9.476 21.218 23.418  -0.44
C 8.531 20.594 22.514  -0.03
O 9.085 21.797 24.486  0.01
H 10.800 21.109 21.871  0.11
H 11.221 20.141 23.438  0.10
H 11.411 21.992 23.302  0.01
H 8.751 19.682 22.093  0.03
H 8.299 21.237 21.596  0.12
H 7.689 20.494 23.038  0.03
C 13.624 26.339 22.138  0.03
C 13.988 25.044 21.207  -0.35
C 13.509 23.727 21.776  -0.02
O 14.528 25.271 20.082  0.01
H 14.062 26.167 23.168  0.11
H 12.613 26.271 22.309  0.04
H 13.827 27.130 21.693  -0.02
H 12.714 23.347 21.140  0.08
H 13.363 23.502 22.789  0.05
H 14.425 23.163 21.773  0.08
C 10.119 21.920 28.787  -0.01
C 11.060 20.709 28.526  -0.30
C 11.126 20.005 27.137  -0.03
O 11.635 19.958 29.504  -0.07
H 10.472 22.362 29.729  0.08
H 9.143 21.771 29.053  0.05
H 10.399 22.575 27.955  0.08
H 11.961 19.532 27.078  -0.03
H 11.060 20.747 26.120  0.13
H 10.212 19.317 26.955  0.11
C 4.951 18.127 25.676  0.02
C 4.473 19.257 24.793  -0.49
C 3.003 19.606 24.806  -0.03
O 5.213 20.035 24.211  0.05
H 4.764 18.155 26.579  -0.02
H 6.156 18.208 25.516  0.14
H 4.427 17.319 25.117  0.11
H 2.677 19.344 23.843  0.06
H 2.654 20.659 25.013  0.11
H 2.463 18.939 25.515  0.08

Output
* E_LUMO: 0.012 hartree
* SMILES: CCOC(C)=O.CCOC(C)=O.CCOC(C)=O.CCOC(C)=O.CCOC(C)=O.CC(C)=O.CC(C)=O.CC(C)=O.CC(C)=O
* largest force on an atom: 0.2358 Eh/bohr
* electronic energy: -2310.620823 a.u.
* E_HOMO: -9.443 eV
* gap between HOMO and LUMO: 9.76 eV


No. 2
Molecular formula: C3HClN3O2
Method: DFT, the ωB97M-V functional and the def2-TZVPD basis

Last column: natural (NBO) charge in e.
Positions of all 10 atoms, in Å:
C 1.872 -0.970 1.507  -0.02
C -1.493 0.196 -1.375  0.91
C 0.001 0.923 0.760  -0.06
N 1.273 -1.194 0.493  -0.08
N -0.355 0.106 -0.193  -0.37
N 0.304 -1.115 -0.249  -0.11
O -1.382 1.224 -1.990  -0.69
O -2.179 -0.791 -1.366  -0.69
Cl -0.948 2.371 0.746  -0.07
H 2.906 -0.749 1.668  0.19

Output
* E_LUMO: 0.139 hartree
* largest force on an atom: 0.0406 Eh/bohr
* electronic energy: -889.754205 a.u.
* E_HOMO: -4.437 eV
* charge: -1
* gap between HOMO and LUMO: 8.23 eV


No. 3
Molecular formula: C4H12NOS
Method: DFT, the ωB97M-V functional and the def2-TZVPD basis

Last column: natural (NBO) charge in e.
Positions of all 19 atoms, in Å:
C 2.891 -0.853 1.033  -0.43
N 1.885 -0.883 -0.065  -0.62
C 0.876 0.193 0.151  -0.09
C -0.206 -0.028 -0.882  -0.51
S -1.822 0.873 -0.703  -0.70
C 1.439 1.594 -0.141  -0.64
H 3.480 -1.769 1.038  0.19
H 3.565 -0.041 0.725  0.18
H 2.430 -0.583 1.990  0.17
H 1.367 -1.743 0.069  0.34
H 0.453 0.141 1.161  0.17
H 0.104 0.112 -1.918  0.19
H -0.539 -1.080 -0.808  0.18
H 2.375 1.823 0.374  0.18
H 0.588 2.271 -0.019  0.25
H 1.661 1.744 -1.206  0.20
H -3.574 -1.849 0.364  0.44
H -2.637 -0.738 0.418  0.49
O -2.990 -1.450 1.019  -1.01

Output
* E_LUMO: 0.135 hartree
* largest force on an atom: 0.0462 Eh/bohr
* electronic energy: -687.808958 a.u.
* E_HOMO: -2.898 eV
* charge: -1
* gap between HOMO and LUMO: 6.57 eV


No. 4
Molecular formula: C9H21ClN3O3
Method: DFT, the ωB97M-V functional and the def2-TZVPD basis

Last column: natural (NBO) charge in e.
Positions of all 37 atoms, in Å:
Cl 0.597 1.614 -0.082  -0.92
C -1.362 2.762 -3.198  -0.71
C -0.853 1.542 -3.946  0.67
O -1.337 1.267 -5.046  -0.68
N 0.142 0.861 -3.364  -0.63
C 0.842 -0.292 -3.861  -0.41
H -1.174 3.630 -3.824  0.22
H -0.971 2.892 -2.188  0.24
H -2.436 2.614 -3.069  0.22
H 0.333 1.162 -2.411  0.44
H 1.480 -0.707 -3.087  0.21
H 1.532 -0.003 -4.663  0.19
H 0.152 -1.016 -4.293  0.20
C 2.716 -0.519 2.391  -0.72
C 2.360 -1.771 1.604  0.67
O 2.618 -2.899 2.017  -0.67
N 1.699 -1.536 0.460  -0.64
C 1.231 -2.566 -0.431  -0.41
H 2.110 -0.388 3.287  0.23
H 2.657 0.399 1.804  0.24
H 3.746 -0.579 2.752  0.22
H 1.406 -0.591 0.236  0.44
H 2.066 -2.991 -0.994  0.19
H 0.565 -2.126 -1.175  0.21
H 0.667 -3.354 0.068  0.20
C -2.366 1.992 2.473  -0.71
C -2.260 0.540 2.933  0.68
O -2.946 0.137 3.867  -0.67
N -1.333 -0.175 2.275  -0.63
C -1.054 -1.566 2.581  -0.42
H -3.301 2.225 1.967  0.22
H -1.517 2.263 1.842  0.24
H -2.351 2.635 3.355  0.22
H -0.676 0.311 1.680  0.44
H -1.654 -1.892 3.429  0.22
H -0.010 -1.667 2.873  0.20
H -1.319 -2.206 1.739  0.19

Output
* E_LUMO: 0.115 hartree
* largest force on an atom: 0.0260 Eh/bohr
* electronic energy: -1205.895775 a.u.
* E_HOMO: -6.093 eV
* charge: -1
* gap between HOMO and LUMO: 9.21 eV


No. 5
Molecular formula: C4H7CsMgO2
Method: DFT, the ωB97M-V functional and the def2-TZVPD basis

Last column: Mulliken spin population.
Positions of all 15 atoms, in Å:
H 4.196 1.027 -4.242  -0.01
C -0.648 -0.572 -0.326  0.16
C -0.305 -1.199 0.997  0.01
C -1.075 -0.130 1.666  0.65
C -0.735 1.305 1.437  -0.05
O 0.264 1.320 0.494  0.00
O 0.252 -0.505 -1.259  0.08
Cs 2.206 -1.452 -4.907  0.00
Mg 1.470 1.109 -0.947  0.01
H -1.670 -0.741 -0.699  0.01
H -0.739 -2.197 1.128  0.01
H 0.779 -1.182 1.175  0.02
H -2.056 -0.358 2.086  0.03
H -0.341 1.720 2.389  0.06
H -1.598 1.855 1.008  0.04

Output
* E_LUMO (spin up / spin down): -0.183 / -0.184 hartree
* 2S+1: 2
* largest force on an atom: 0.0926 Eh/bohr
* electronic energy: -526.894873 a.u.
* E_HOMO (spin up / spin down): -9.704 / -9.742 eV
* charge: +1
* <S²>: 0.760
* gap between HOMO and LUMO (spin up / spin down): 4.72 / 4.75 eV